This record from OMol25 describes a molecular structure, C18H16AuBrINO. The level of theory is ωB97M-V/def2-TZVPD.

Energy above the lowest of the compared OMol25 structures with the same formula, charge and spin (kcal per mole): 7.7
Multiplicity: 1
Gap between HOMO and LUMO (eV): 7.518
Calculated total energy (eV): -104296.549
Charge: 0
Maximum force (eV Å⁻¹): 0.23

Geometry as XYZ:
```
39
Properties=species:S:1:pos:R:3:nbo_charge:R:1
Au 0.87 -0.70 -0.02 0.432
I 4.22 -0.42 -0.14 0.105
Br -2.21 -2.72 2.17 0.032
O -0.53 -3.03 -1.03 -0.451
N -2.43 -0.74 0.27 -0.437
C 3.39 4.37 0.00 -0.206
C 1.24 -3.71 0.42 -0.777
C 0.44 -2.65 -0.25 0.327
C 4.60 3.85 -0.31 -0.218
C -3.15 -1.62 0.92 0.159
C -4.51 -1.80 0.77 -0.275
C 1.03 4.15 0.58 -0.219
C -0.90 -4.42 -1.19 -0.285
C 2.27 3.54 0.23 0.026
C -5.15 -0.98 -0.15 -0.159
C 1.18 1.32 0.30 -0.352
C -0.07 3.38 0.81 -0.220
C 0.01 1.99 0.65 -0.263
C -4.41 -0.05 -0.86 -0.260
C 2.36 2.12 0.13 -0.166
C 4.75 2.45 -0.36 -0.265
C -3.05 0.03 -0.62 0.050
C 3.67 1.62 -0.14 -0.085
H 1.00 5.23 0.66 0.201
H 0.68 -4.60 0.73 0.225
H -1.66 -4.42 -1.96 0.213
H -1.01 3.84 1.09 0.205
H -0.04 -5.01 -1.52 0.194
H -6.22 -1.07 -0.30 0.223
H 5.46 4.48 -0.49 0.213
H -4.88 0.60 -1.59 0.227
H -1.31 -4.80 -0.26 0.203
H -2.42 0.74 -1.15 0.214
H -0.89 1.41 0.80 0.205
H -5.04 -2.53 1.35 0.234
H 1.77 -3.28 1.26 0.261
H 3.25 5.45 0.07 0.206
H 1.99 -4.03 -0.31 0.262
H 5.72 2.02 -0.56 0.221
```

This record from OMol25 describes a single C6H12N2O2 molecule. The level of theory is ωB97M-V/def2-TZVPD.

Energy above the lowest of the compared OMol25 structures with the same formula, charge and spin (kcal per mole): 111.0
Multiplicity: 1
Gap between HOMO and LUMO (alpha / beta) (eV): 7.912 / 8.257
Calculated total energy (eV): -13487.611
Charge: 0
Maximum force (eV Å⁻¹): 4.43

Geometry as XYZ:
```
22
Properties=species:S:1:pos:R:3:nbo_charge:R:1
O -0.99 1.17 1.72 -0.686
O 1.18 -2.36 0.55 -0.661
N -0.70 -1.19 0.97 -0.489
N 1.19 -0.39 -0.31 -0.686
C 1.25 2.19 -0.15 -0.700
C -1.41 0.06 0.99 0.250
C -1.55 -2.41 1.10 -0.415
C 0.43 1.01 -2.29 -0.698
C 0.49 -1.36 0.36 0.770
C 0.85 0.93 -0.84 0.266
H 0.05 1.10 1.86 0.487
H 0.38 2.82 0.20 0.238
H 1.70 1.86 0.76 0.210
H -2.49 -0.01 1.00 0.160
H 1.97 2.71 -0.80 0.222
H -1.38 -3.14 0.26 0.224
H 0.33 -0.02 -2.61 0.225
H -1.08 -3.08 1.98 0.221
H 1.95 -0.83 -0.91 0.413
H 1.02 1.72 -2.76 0.214
H -0.63 1.38 -2.43 0.225
H -2.55 -2.13 1.36 0.212
```

This record from OMol25 describes a molecular structure, H8LiO4. The level of theory is ωB97M-V/def2-TZVPD.

Energy above the lowest of the compared OMol25 structures with the same formula, charge and spin (kcal per mole): 10.3
Multiplicity: 1
Gap between HOMO and LUMO (eV): 12.780
Calculated total energy (eV): -8521.388
Charge: +1
Maximum force (eV Å⁻¹): 3.01

Geometry as XYZ:
```
13
Properties=species:S:1:pos:R:3:nbo_charge:R:1
O 6.97 0.27 35.41 -0.975
O 4.06 -0.22 34.47 -0.986
O 6.49 -1.87 33.01 -0.969
O 4.61 -2.85 35.45 -0.976
Li 5.79 -1.32 35.04 0.920
H 3.77 -2.61 35.80 0.498
H 6.50 -1.42 32.16 0.499
H 4.52 -3.74 35.22 0.501
H 6.64 1.10 35.20 0.498
H 7.41 -2.11 33.12 0.486
H 3.61 0.50 34.85 0.498
H 3.76 -0.33 33.55 0.505
H 7.88 0.19 35.10 0.500
```

This record from OMol25 describes a molecular structure, C13H21InN7O2S2. The level of theory is ωB97M-V/def2-TZVPD.

Energy above the lowest of the compared OMol25 structures with the same formula, charge and spin (kcal per mole): 95.7
Multiplicity: 1
Gap between HOMO and LUMO (eV): 5.699
Calculated total energy (eV): -55190.498
Charge: -1
Maximum force (eV Å⁻¹): 0.23

Geometry as XYZ:
```
46
Properties=species:S:1:pos:R:3:lowdin_charge:R:1
In 1.10 -1.12 3.37 0.492
S -3.12 -2.19 -0.11 0.539
S -0.34 -2.04 4.82 -0.214
O 0.80 1.79 0.91 0.047
O 0.72 1.12 3.05 -0.161
N -3.78 1.66 0.03 0.110
N -3.95 0.40 -0.46 0.004
N 0.01 -0.22 -2.80 -0.250
N -1.63 -0.36 1.98 0.102
N 1.73 -0.92 0.33 -0.086
N -2.61 0.18 1.14 -0.077
N 0.65 -1.84 0.58 0.103
C 0.32 0.29 -1.45 -0.182
C 1.65 -0.16 -0.93 -0.231
C -0.06 -1.67 -2.84 -0.119
C -3.24 -0.55 0.18 -0.859
C 1.12 1.05 1.83 -0.675
C -1.25 0.35 -3.24 -0.117
C 4.11 -0.11 -0.87 -0.163
C 3.51 0.10 1.62 -0.137
C -2.37 2.57 1.87 0.006
C 2.06 -0.18 1.63 -0.312
C 2.87 0.06 -1.50 -0.094
C 4.34 0.04 0.53 -0.165
C -2.93 1.51 1.01 -0.328
H -0.48 0.03 -0.75 0.101
H -1.46 0.03 -4.26 0.078
H -1.28 2.58 1.81 0.067
H -0.25 -2.00 -3.86 0.080
H 5.39 0.13 0.79 0.089
H 0.47 -2.33 -0.29 0.083
H 3.97 0.24 2.59 0.082
H -2.77 3.53 1.54 0.084
H 2.85 0.40 -2.53 0.112
H 2.57 -1.50 0.19 0.161
H -1.98 -1.18 2.47 0.055
H -1.18 1.44 -3.23 0.083
H -1.38 0.33 2.69 0.065
H -0.19 -1.30 0.80 0.024
H -0.87 -2.07 -2.20 0.051
H -2.09 0.05 -2.60 0.068
H 4.99 -0.08 -1.49 0.060
H 0.90 -2.09 -2.52 0.077
H 0.30 1.38 -1.51 0.116
H -2.65 2.41 2.92 0.093
H -4.55 0.23 -1.25 0.139
```

> Which of these has the lowest energy above the lowest of the compared OMol25 structures with the same formula, charge and spin?

C18H16AuBrINO

> The highest charge belongs to which entry?

H8LiO4

> Which formula does entry 4 have?

C13H21InN7O2S2

> Which formula does entry 2 have?

C6H12N2O2